22
Properties=species:S:1:pos:R:3 method="wB97M-V/def2-TZVPD" e_lumo_ev=0.42 homo_lumo_gap_ev=9.8 e_above_lowest_ev=1.398
O 3.434 0.416 -1.148
O 1.596 0.245 0.729
O 1.424 -1.459 -1.338
C 1.059 2.475 -1.808
C 0.828 1.152 -1.776
C -1.983 0.547 1.828
C -2.479 -0.584 1.324
C -0.598 0.750 1.684
C -1.576 -1.490 0.615
C 0.284 -0.098 0.901
C -0.219 -1.235 0.474
C 0.670 -2.035 -0.291
P 1.951 0.037 -0.842
H 1.942 2.947 -1.357
H 0.485 3.210 -2.317
H 0.009 0.699 -2.417
H -2.625 1.168 2.439
H -3.541 -0.819 1.494
H -0.068 1.660 2.087
H -1.944 -2.362 0.145
H 1.277 -2.479 0.448
H 0.072 -2.745 -0.873